No. 1
Density functional theory data (wB97M-V/def2-TZVPD) for a cluster of 2 separate species, CH6N2O2 in total in a non-equilibrium geometry.

Summary:
Kohn-Sham gap in Ha: 0.383
Structure (SMILES): NC(N)=O.O
E_LUMO in hartree: 0.012
ΔE to the lowest compared entry with this formula, charge and spin in kcal/mol: 32.0
Total charge: 0

CARTESIAN COORDINATES (ANGSTROEM)
N: -1.03434 0.28043 -0.29943
C: -0.89242 -0.93280 -0.99342
N: 0.44260 -1.32733 -0.84519
O: -1.62895 -1.56888 -1.65110
H: -0.34363 0.43684 0.43810
H: -1.89787 0.30203 0.25952
H: 0.92955 -0.47804 -1.14910
H: 0.66344 -2.04132 -1.45988
H: 1.50761 1.18715 2.23175
H: 0.71645 2.31175 1.96482
O: 1.53756 1.83016 1.50394

No. 2
Density functional theory data (wB97M-V/def2-TZVPD) for a structure of composition C49H45CoN2O2P2STe in a non-equilibrium geometry.

Summary:
Kohn-Sham gap in Ha: 0.260
E_LUMO in hartree: -0.194
ΔE to the lowest compared entry with this formula, charge and spin in kcal/mol: 2.6
Total charge: +2

CARTESIAN COORDINATES (ANGSTROEM)
Co: -0.59076 -0.16598 -0.95994
O: 1.33946 -0.03525 -1.06777
P: 2.58952 -0.16312 -0.22086
C: 2.11130 -0.76651 1.40813
P: 0.65077 0.11569 1.99964
O: -0.44868 -0.07455 0.95942
C: 0.19690 -0.60165 3.55748
C: -0.21772 0.19701 4.62354
C: -0.65925 -0.39724 5.79790
C: -0.69048 -1.78007 5.90865
C: -0.28791 -2.58236 4.84540
C: 0.15037 -1.99641 3.67092
C: 1.15109 1.79160 2.27330
C: 0.67631 2.81037 1.45376
C: 1.13598 4.10862 1.63417
C: 2.06534 4.38393 2.62501
C: 2.54756 3.36625 3.44598
C: 2.09576 2.06988 3.27214
C: 3.46205 1.37817 -0.12280
C: 4.56754 1.53899 0.71310
C: 5.29129 2.71819 0.67247
C: 4.91903 3.72955 -0.20778
C: 3.81983 3.57043 -1.03998
C: 3.08456 2.39359 -1.00172
C: 3.69632 -1.38550 -0.90055
C: 3.67376 -1.58110 -2.28303
C: 4.56362 -2.47373 -2.86367
C: 5.46955 -3.16897 -2.07184
C: 5.49178 -2.97848 -0.69653
C: 4.60698 -2.08582 -0.10889
H: 2.91928 -0.70971 2.14061
H: 1.82760 -1.80884 1.24142
H: -0.19651 1.27560 4.54139
H: -0.97811 0.22135 6.62710
H: -1.03009 -2.23817 6.82943
H: -0.31609 -3.66063 4.93879
H: 0.45682 -2.62452 2.84217
H: -0.04451 2.59259 0.67961
H: 0.76692 4.90172 0.99499
H: 2.41799 5.39846 2.76623
H: 3.27347 3.58855 4.21831
H: 2.47207 1.28111 3.91586
H: 4.87180 0.74950 1.39402
H: 6.14937 2.84828 1.31894
H: 5.49543 4.64515 -0.24603
H: 3.53484 4.36212 -1.72130
H: 2.21886 2.26227 -1.64031
H: 2.96370 -1.03638 -2.89372
H: 4.55934 -2.61883 -3.93671
H: 6.16740 -3.85876 -2.52903
H: 6.20092 -3.52018 -0.08384
H: 4.63908 -1.93891 0.96526
C: -3.99713 0.01810 -2.30353
Te: -2.96506 -1.25111 -0.94002
C: -4.38761 -0.58513 0.50204
C: -5.53789 -0.04404 -0.32248
C: -6.78414 0.16616 0.26438
C: -7.82252 0.69931 -0.48013
C: -7.62522 1.01834 -1.81813
C: -6.39447 0.79291 -2.41096
C: -5.34705 0.25565 -1.66719
H: -4.05461 -0.47154 -3.27220
H: -3.42250 0.93081 -2.40515
H: -3.94541 0.15601 1.15456
H: -4.68094 -1.44042 1.10758
H: -6.94046 -0.08797 1.30672
H: -8.78946 0.85854 -0.02038
H: -8.43613 1.43378 -2.40197
H: -6.24678 1.02782 -3.45912
C: -2.88964 4.61131 0.57858
C: -2.88212 3.29775 1.11222
C: -2.31191 2.27723 0.41957
C: -1.71823 2.49670 -0.85051
C: -1.08536 1.49768 -1.63281
C: -0.53165 1.74237 -2.84070
C: -0.56946 3.06323 -3.37287
C: -1.14252 4.06432 -2.65823
C: -1.72586 3.81268 -1.38711
C: -2.32645 4.85685 -0.63309
H: -3.34616 5.41741 1.13787
H: -3.32761 3.11166 2.08235
H: -2.26574 1.29430 0.84158
H: -0.06453 0.95210 -3.41880
H: -0.13984 3.25601 -4.34859
H: -1.16759 5.07396 -3.05366
H: -2.33091 5.85877 -1.04820
C: 0.34680 -6.29728 -3.91347
C: 0.20650 -5.28957 -2.82094
C: 0.24354 -5.55583 -1.48303
C: 0.08297 -4.48940 -0.58845
N: -0.09234 -3.22932 -0.99004
C: -0.12681 -2.97625 -2.29687
S: -0.33309 -1.41973 -2.95472
N: 0.02161 -4.00095 -3.18545
C: 0.11476 -4.71359 0.88910
H: 0.48273 -7.29158 -3.49939
H: 1.20587 -6.05821 -4.54365
H: -0.54369 -6.29905 -4.54552
H: 0.38528 -6.56761 -1.13283
H: -0.02704 -3.76522 -4.16941
H: 0.04102 -5.76748 1.14663
H: -0.69535 -4.15974 1.36268
H: 1.05869 -4.32798 1.28492

No. 3
Density functional theory data (wB97M-V/def2-TZVPD) for a structure of composition C31H21N5O2Re in a non-equilibrium geometry.

Summary:
Kohn-Sham gap (alpha / beta) in Ha: 0.118 / 0.133
Multiplicity: 2
Expectation value of S²: 0.80
E_LUMO (alpha / beta) in hartree: -0.318 / -0.304
Total charge: +2

CARTESIAN COORDINATES (ANGSTROEM)
Re: 0.85811 -3.98945 -0.28150
C: -6.25490 7.81660 0.38977
O: -5.54899 7.16365 -0.69305
C: -4.93281 6.03751 -0.51900
C: -4.28015 5.50904 -1.67238
C: -3.60978 4.33730 -1.59185
C: -3.54948 3.61924 -0.35691
C: -4.20606 4.15820 0.78819
C: -4.88129 5.33397 0.72109
C: -2.84015 2.40135 -0.32538
N: -2.20864 1.87488 -1.38520
C: -1.66688 0.73311 -0.96332
C: -1.95485 0.51971 0.40314
N: -2.69164 1.58269 0.78334
C: -1.48956 -0.62562 1.13290
C: -1.71218 -0.88968 2.48622
C: -1.18141 -2.03490 3.03901
C: -0.44485 -2.89888 2.23851
N: -0.21822 -2.66523 0.93990
C: -0.73104 -1.53705 0.38670
C: -0.43872 -1.34131 -1.01259
N: 0.29288 -2.31967 -1.58683
C: 0.62446 -2.17903 -2.86925
C: 0.23166 -1.08244 -3.63173
C: -0.53424 -0.08956 -3.05675
C: -0.87890 -0.21668 -1.71205
H: -6.66356 8.72170 -0.04265
H: -5.56114 8.06485 1.19063
H: -7.05904 7.17742 0.74906
H: -4.34208 6.07141 -2.59371
H: -3.11057 3.92264 -2.45519
H: -4.17888 3.64017 1.73755
H: -5.37231 5.72796 1.59792
H: -3.06906 1.75130 1.70105
H: -2.28858 -0.20868 3.09957
H: -1.32689 -2.27384 4.08212
H: -0.01656 -3.81003 2.63174
H: 1.21795 -2.97484 -3.29948
H: 0.52944 -1.02878 -4.66889
H: -0.86258 0.77380 -3.61931
N: 9.93785 -0.17847 1.04915
C: 8.88633 -0.61131 0.88964
C: 7.56431 -1.14359 0.69567
C: 7.21839 -2.36553 1.27057
C: 5.94647 -2.86936 1.08649
C: 5.00679 -2.15678 0.33120
C: 5.36882 -0.93166 -0.24266
C: 6.64067 -0.42730 -0.06480
C: 3.69427 -2.67381 0.14648
C: 2.58187 -3.17711 0.00987
H: 7.94938 -2.90839 1.85306
H: 5.66512 -3.81739 1.52342
H: 4.64105 -0.38744 -0.82878
H: 6.93033 0.51549 -0.50705
C: 1.53633 -7.24473 0.47699
C: 1.17136 -5.93160 -0.07777
O: 0.82456 -5.74891 -1.29359
H: 1.81215 -7.95797 -0.29806
H: 0.65044 -7.61842 0.99986
H: 2.32501 -7.13857 1.21889

No. 4
Density functional theory data (wB97M-V/def2-TZVPD) for a structure of composition C16H40KO8 in a non-equilibrium geometry.

Summary:
Kohn-Sham gap in Ha: 0.344
E_LUMO in hartree: -0.074
ΔE to the lowest compared entry with this formula, charge and spin in kcal/mol: 322.9
Total charge: +1

CARTESIAN COORDINATES (ANGSTROEM)
K: -0.28137 -0.14224 -0.36427
C: 2.75946 -1.60693 -0.31742
O: 1.37398 -1.68787 -0.60707
C: 0.95255 -2.52739 -1.78753
C: -0.60003 -2.61021 -1.77060
O: -1.10728 -1.32638 -1.90509
C: -0.86144 -0.63912 -3.12425
H: 2.90780 -1.42042 0.74621
H: 3.14572 -0.70254 -0.78750
H: 3.40781 -2.36070 -0.76413
H: 1.36214 -3.53621 -1.73632
H: 1.44396 -2.12661 -2.67410
H: -0.89830 -2.97789 -0.78880
H: -1.05886 -3.24037 -2.53248
H: 0.16466 -0.29746 -3.26026
H: -1.37135 0.31961 -3.02977
H: -1.26478 -1.21654 -3.95612
C: -0.44624 -2.06534 2.04300
O: -0.07185 -0.75825 1.54305
C: 0.49347 -0.03050 2.62780
C: 1.99023 -0.43040 2.90113
O: 2.69288 0.00833 1.69410
C: 4.11573 -0.38206 1.71869
H: -1.37871 -2.19855 1.49451
H: -0.69601 -2.15472 3.10023
H: 0.16608 -2.85858 1.61412
H: -0.02231 -0.04861 3.58788
H: 0.43327 1.04318 2.44977
H: 2.15931 -1.49889 3.03473
H: 2.27089 0.13217 3.79155
H: 4.06433 -1.47017 1.68020
H: 4.55156 -0.09918 2.67688
H: 4.69726 -0.04225 0.86168
C: -2.88835 -1.64549 0.14718
O: -2.28940 -0.43816 -0.32533
C: -3.04505 0.39246 -1.25956
C: -2.30620 1.68326 -1.46008
O: -0.92609 1.62483 -1.96361
C: -0.52618 2.50422 -3.02068
H: -2.48139 -2.49965 -0.39403
H: -3.96097 -1.71016 -0.03558
H: -2.70427 -1.78045 1.21302
H: -4.07718 0.55116 -0.94711
H: -3.21460 -0.13625 -2.19755
H: -2.20800 2.03962 -0.43467
H: -2.85539 2.24244 -2.21758
H: 0.49296 2.23935 -3.30227
H: -0.54002 3.57733 -2.83002
H: -1.21803 2.26768 -3.82907
C: 2.42719 1.64063 0.12552
O: 1.11162 1.56734 -0.31016
C: 0.30913 2.64281 0.10825
C: -0.57664 2.42199 1.32368
O: -0.99533 1.08647 1.32612
C: -2.25815 0.88585 2.05614
H: 2.99267 0.89356 -0.43145
H: 2.45368 1.29997 1.16058
H: 2.83530 2.60064 -0.19059
H: -0.40192 2.85403 -0.69043
H: 0.80349 3.60912 0.20807
H: -1.26524 3.24695 1.14097
H: 0.08885 2.68293 2.14656
H: -2.98219 1.47936 1.49792
H: -2.26196 1.26528 3.07796
H: -2.62671 -0.13585 2.14776

No. 5
Density functional theory data (wB97M-V/def2-TZVPD) for a structure of composition C23H34Cl2N3O3Sc in a non-equilibrium geometry.

Summary:
Kohn-Sham gap in Ha: 0.217
E_LUMO in hartree: 0.009
Total charge: 0

CARTESIAN COORDINATES (ANGSTROEM)
O: -2.28814 0.81601 -2.94718
C: -1.33714 0.09131 -3.20277
C: -1.28656 -1.36948 -3.45143
C: -1.59310 -2.38452 -2.51733
H: -1.41594 -2.24131 -1.44471
C: -2.01282 -3.62353 -3.01840
H: -2.42267 -4.39791 -2.34981
C: -1.94678 -3.86926 -4.40066
H: -2.35892 -4.80222 -4.78577
C: -1.26463 -2.98634 -5.25989
H: -1.13372 -3.22344 -6.32845
C: -0.82823 -1.77066 -4.73008
H: -0.14491 -1.13639 -5.30623
H: -0.30469 0.53342 -3.24189
C: 2.48712 0.49989 -2.18202
C: 2.03164 -0.61501 -1.29070
H: 2.74438 0.15813 -3.20646
H: 3.34141 1.01330 -1.70830
H: 1.74364 1.29083 -2.36160
C: 2.08418 -1.91583 -1.57777
C: 3.42439 -2.58934 -1.82782
H: 1.22024 -2.59719 -1.69725
H: 3.46818 -3.02701 -2.83482
H: 3.63460 -3.35035 -1.06440
H: 4.23419 -1.85134 -1.75158
Sc: 1.09938 -0.24939 0.59035
Cl: -0.09654 -2.23150 1.11577
Cl: 3.34322 -0.68815 1.12199
H: -5.22516 -0.45460 -0.65442
H: -4.65783 -1.18764 1.56790
C: -4.16832 -0.64093 -0.88793
C: -3.56913 -1.07013 1.47567
N: -3.33414 -0.30072 0.25654
H: -3.86678 -0.02615 -1.73945
C: -2.33865 0.60088 0.18173
O: -1.37890 0.64961 0.98305
H: -3.16041 -0.55401 2.35588
H: -2.41948 1.28610 -0.68152
H: -4.04046 -1.70797 -1.12102
H: -3.11283 -2.07058 1.38745
H: 1.81965 5.20698 1.03189
H: -0.38968 5.72622 -0.25065
C: 2.03250 4.49171 0.22630
C: -0.08404 4.96757 -0.98255
N: 0.78640 3.99397 -0.34328
H: 2.61328 3.64369 0.60421
C: 0.49863 2.70336 -0.24110
O: 1.27039 1.89479 0.35323
H: -0.96222 4.45948 -1.39093
H: -0.43395 2.37226 -0.71538
H: 2.60147 5.04241 -0.53341
H: 0.45874 5.48086 -1.78612
C: 1.52171 -0.05350 7.15439
C: 1.27014 0.11774 5.68598
C: 0.09364 -0.37745 5.11106
C: -0.07042 -0.28658 3.72883
N: 0.88934 0.21063 2.93181
C: 1.93093 0.84812 3.49315
C: 2.18536 0.78886 4.86742
H: 0.93976 0.66480 7.74495
H: 1.22132 -1.05678 7.47239
H: 2.57843 0.09086 7.40103
H: -0.68094 -0.85483 5.70773
H: -0.95100 -0.67638 3.21952
H: 2.60338 1.35801 2.79309
H: 3.10751 1.23660 5.25180